Record 1
15
Properties=species:S:1:pos:R:3:nbo_charge:R:1 method="wB97M-V/def2-TZVPD" multiplicity=1 total_charge=+1 molar_mass_da=102.1 e_lumo_ev=-5.0 relative_energy_kj_mol=240.2 fmax_ev_per_a=4.85
C 0.411 -1.817 -0.308 0.612
C -1.011 -0.618 0.774 -0.302
C -0.153 -0.381 -0.365 0.372
N -0.294 -2.013 0.821 -0.546
N -0.667 0.015 -1.522 -0.666
N 1.373 1.226 -0.032 -0.965
O 1.204 -2.430 -0.912 -0.478
H -0.876 -0.135 1.792 0.262
H -2.051 -0.781 0.507 0.245
H -0.692 -2.874 1.112 0.428
H -1.325 0.789 -1.498 0.412
H -0.230 -0.191 -2.394 0.434
H 0.774 2.108 0.073 0.392
H 2.221 1.548 -0.582 0.421
H 1.656 0.959 0.826 0.379

Record 2
18
Properties=species:S:1:pos:R:3:nbo_charge:R:1 method="wB97M-V/def2-TZVPD" multiplicity=1 molar_mass_da=181.2 e_lumo_ev=0.4 relative_energy_kj_mol=0.0 fmax_ev_per_a=1.03 smiles="N[P@@](=O)([O-])[NH2+][C@@H]1CSC=N1"
N 1.395 0.097 -1.578 -1.238
P 1.713 0.439 0.035 2.404
O 2.958 -0.180 0.499 -1.114
O 1.127 1.689 0.528 -1.106
N 0.473 -0.981 0.712 -0.818
C -0.978 -0.723 0.762 0.077
C -1.521 -0.466 -0.657 -0.569
S -1.490 1.347 -0.844 0.235
C -1.200 1.497 0.866 0.041
N -1.130 0.450 1.561 -0.491
H 2.174 -0.375 -2.015 0.408
H 1.087 0.903 -2.101 0.412
H 0.713 -1.832 0.206 0.416
H 0.845 -1.047 1.659 0.433
H -1.489 -1.572 1.238 0.202
H -0.909 -0.925 -1.427 0.248
H -2.554 -0.797 -0.752 0.233
H -1.213 2.476 1.307 0.227

Record 3
16
Properties=species:S:1:pos:R:3:nbo_charge:R:1 method="wB97M-V/def2-TZVPD" multiplicity=1 total_charge=+1 molar_mass_da=134.2 e_lumo_ev=-3.7 relative_energy_kj_mol=0.0 fmax_ev_per_a=3.53 smiles="NC(=S)[C@H](N)C(=[NH2+])O"
N 0.515 -2.104 1.006 -0.765
C -0.092 -1.427 0.005 0.101
S -1.226 -1.971 -1.056 -0.019
C 0.524 0.196 -0.049 -0.197
N 0.854 0.894 1.184 -0.839
C -0.445 1.115 -0.790 0.694
N -1.190 0.798 -1.801 -0.711
O -0.433 2.291 -0.288 -0.586
H 0.962 -1.525 1.698 0.408
H 0.220 -3.087 1.013 0.448
H 1.290 0.129 -0.779 0.265
H 1.676 0.513 1.740 0.420
H 0.097 0.632 1.804 0.382
H -1.186 -0.183 -1.871 0.411
H -1.598 1.518 -2.414 0.455
H 0.030 2.211 0.600 0.531

Record 4
15
Properties=species:S:1:pos:R:3:nbo_charge:R:1 method="wB97M-V/def2-TZVPD" multiplicity=1 molar_mass_da=100.1 e_lumo_ev=1.1 relative_energy_kj_mol=415.1 fmax_ev_per_a=4.36
H 3.907 1.397 -0.850 0.335
N 2.941 1.114 -0.762 -0.550
N 2.179 1.643 -1.716 0.016
N 0.913 1.747 -1.355 -0.411
C 0.561 1.373 -0.028 -0.224
C 0.012 0.207 0.416 0.049
N -0.495 -0.927 -0.144 -0.617
C -0.944 -2.038 0.627 -0.394
H 0.282 2.101 -2.046 0.398
H 1.186 1.893 0.789 0.220
H -0.027 0.181 1.533 0.185
H -0.132 -0.958 -1.185 0.400
H -1.013 -1.831 1.647 0.210
H -2.056 -2.327 0.438 0.183
H -0.348 -2.956 0.412 0.199

Record 5
15
Properties=species:S:1:pos:R:3:nbo_charge:R:1 method="wB97M-V/def2-TZVPD" multiplicity=1 molar_mass_da=100.1 e_lumo_ev=0.8 relative_energy_kj_mol=134.1 fmax_ev_per_a=3.48
H -1.274 0.508 1.376 0.366
N -0.798 1.419 1.458 -0.693
C -0.254 1.852 0.395 0.282
N 0.091 1.072 -0.718 -0.663
C -0.326 -0.264 -0.968 0.597
N -0.557 -0.807 -2.162 -0.767
H -0.139 -0.276 -2.928 0.340
N -0.418 -1.062 0.125 -0.645
C 0.753 -1.161 1.016 -0.421
H 0.205 2.854 0.316 0.171
H 0.430 1.584 -1.560 0.405
H -0.799 -1.988 -0.115 0.408
H 0.526 -2.018 1.622 0.208
H 0.913 -0.280 1.684 0.224
H 1.648 -1.433 0.460 0.188

Record 6
15
Properties=species:S:1:pos:R:3:nbo_charge:R:1 method="wB97M-V/def2-TZVPD" multiplicity=1 molar_mass_da=100.1 e_lumo_ev=0.9 relative_energy_kj_mol=439.9 fmax_ev_per_a=3.98
C -0.170 0.636 -1.810 -0.025
C -0.838 -0.522 -1.611 -0.161
C -0.667 -2.264 0.121 -0.419
N 0.512 0.898 -0.672 -0.383
N -0.381 -1.071 -0.385 -0.058
N 0.408 -0.188 0.188 -0.209
N 1.069 1.629 2.125 -1.114
H -0.285 1.378 -2.517 0.225
H -1.663 -1.053 -2.150 0.237
H 1.247 0.920 1.489 0.379
H -0.196 -2.767 0.869 0.203
H -1.352 -2.801 -0.448 0.174
H 0.956 1.649 -0.261 0.425
H 1.221 1.612 3.101 0.376
H 0.140 1.946 1.960 0.351

Record 7
15
Properties=species:S:1:pos:R:3:nbo_charge:R:1 method="wB97M-V/def2-TZVPD" multiplicity=1 molar_mass_da=100.1 e_lumo_ev="0.9 / 1.0" relative_energy_kj_mol=501.8 fmax_ev_per_a=3.66
C 0.745 -1.456 0.043 -0.269
C -0.172 -0.168 -0.301 -0.101
C -1.538 -0.372 0.227 -0.610
N 2.086 -0.992 -0.273 -0.152
N 2.390 0.109 -0.006 0.018
N 0.465 0.927 0.321 -0.242
N 0.311 2.149 -0.173 -0.642
H 0.838 -1.756 1.215 0.222
H 0.300 -2.319 -0.378 0.217
H -0.265 0.033 -1.371 0.159
H -2.054 0.570 0.290 0.213
H -1.320 -0.680 1.218 0.211
H -2.186 -1.043 -0.258 0.212
H 0.163 2.249 -1.176 0.363
H 0.238 2.748 0.620 0.402

Record 8
15
Properties=species:S:1:pos:R:3:nbo_charge:R:1 method="wB97M-V/def2-TZVPD" multiplicity=1 molar_mass_da=100.1 e_lumo_ev=0.7 relative_energy_kj_mol=219.3 fmax_ev_per_a=3.77 smiles=N#C[C@H](N)C(N)N
N 1.854 -1.157 -2.195 -0.306
C 1.204 -0.783 -1.296 0.233
C 0.671 -0.562 0.074 -0.162
N -0.137 -1.700 0.566 -0.810
C -0.190 0.741 -0.102 0.154
N 0.318 1.872 0.577 -0.856
N -1.551 0.672 0.247 -0.865
H 1.497 -0.404 0.781 0.234
H 0.496 -2.446 0.846 0.376
H -0.684 -2.077 -0.207 0.364
H 0.065 0.846 -1.352 0.129
H 0.913 1.574 1.346 0.368
H -0.429 2.543 0.734 0.384
H -1.855 -0.292 0.361 0.380
H -2.170 1.172 -0.381 0.376

Record 9
16
Properties=species:S:1:pos:R:3:nbo_charge:R:1 method="wB97M-V/def2-TZVPD" multiplicity=1 molar_mass_da=116.1 e_lumo_ev=0.8 relative_energy_kj_mol=561.3 fmax_ev_per_a=3.68
C -2.288 0.888 -0.030 -0.450
N -2.350 -0.475 -0.399 -0.453
C -1.294 -1.115 -0.131 0.235
N -0.214 -0.499 0.558 -0.383
O 0.854 -1.328 0.643 -0.384
C 1.759 -1.034 -0.425 0.284
N 2.335 0.082 -0.700 -0.271
N 1.995 1.101 0.219 -0.710
H -1.265 1.311 -0.323 0.160
H -3.023 1.416 -0.824 0.213
H -2.443 0.960 1.067 0.219
H -1.179 -2.237 -0.259 0.189
H 0.171 0.422 0.179 0.398
H 2.179 -1.943 -0.908 0.189
H 1.894 0.716 1.247 0.369
H 2.869 1.736 0.087 0.395

Record 10
16
Properties=species:S:1:pos:R:3:nbo_charge:R:1 method="wB97M-V/def2-TZVPD" multiplicity=1 molar_mass_da=116.1 e_lumo_ev=0.5 relative_energy_kj_mol=285.5 fmax_ev_per_a=2.82 smiles="C/C(=N/NC=O)NN"
C 2.196 -1.169 1.161 -0.661
C 0.948 -0.830 0.375 0.382
N 0.774 0.437 0.156 -0.329
N -0.308 0.905 -0.574 -0.483
C -0.678 2.228 -0.412 0.530
O -1.707 2.752 -0.792 -0.601
N 0.086 -1.899 0.137 -0.480
N -1.221 -1.701 -0.280 -0.642
H 2.664 -0.225 1.319 0.254
H 1.961 -1.519 2.196 0.216
H 2.751 -1.849 0.514 0.226
H -1.033 0.274 -0.916 0.403
H 0.148 2.741 0.081 0.110
H 0.313 -2.553 0.861 0.365
H -1.435 -2.392 -1.033 0.357
H -1.817 -2.058 0.505 0.352